A 2-piece molecular cluster, C22H40BrINO9P2S2 overall, computed with ωB97M-V with the def2-TZVPD basis set.

Geometry (Å):
C -0.40065 -2.99580 1.32669
C -1.87446 -3.08475 0.89451
O -2.65631 -1.97503 1.33017
C -2.58444 -0.88881 0.45951
C -3.81972 -0.01413 0.74215
O -3.98006 0.97406 -0.27832
C -3.69707 2.30279 0.14315
C -2.19739 2.53979 0.35359
C -1.67301 2.68371 1.61581
C -2.50597 2.57875 2.87194
C -2.23459 1.23110 3.57774
O -1.62986 0.32158 3.09908
Br -2.99813 0.98932 5.37164
C -0.28894 2.95078 1.78003
P 0.51729 3.23971 3.41275
O 1.93424 3.97348 3.23422
O -0.33650 4.28564 4.28973
S 0.84159 1.62766 4.40739
C 0.47590 2.99435 0.61856
O 1.81926 3.20341 0.68659
C 2.48213 1.96173 1.12345
C 3.87622 1.80885 0.50687
O 4.56301 0.87632 1.32519
C 4.93234 -0.30797 0.63867
C 3.75460 -1.26476 0.31020
C -0.08329 2.83776 -0.64521
C 0.84526 2.95934 -1.82972
C 1.02203 1.70047 -2.72123
C 1.27462 0.40727 -1.90740
I 1.02981 -1.32527 -3.13639
N -1.40450 2.60517 -0.74944
P -2.32466 2.35133 -2.32828
C -2.03965 0.54942 -2.67677
O -1.64387 3.26660 -3.51208
H 0.22936 -2.57784 0.53282
H -0.27058 -2.43658 2.25730
H -0.04251 -4.01435 1.51555
H -1.99003 -3.20446 -0.19154
H -2.30336 -3.97042 1.37397
H -2.60733 -1.17282 -0.60354
H -1.66484 -0.28844 0.62012
H -3.79387 0.41062 1.74589
H -4.67432 -0.69346 0.65074
H -4.10539 3.00323 -0.58466
H -4.26246 2.47411 1.06189
H -3.58544 2.59972 2.72239
H -2.29231 3.36632 3.59865
H 1.85843 4.90431 3.49978
H -0.58381 3.84930 5.12095
H 1.84247 1.12848 0.80552
H 2.57258 1.88922 2.20865
H 3.77976 1.38518 -0.49979
H 4.40274 2.76933 0.47790
H 5.64127 -0.86826 1.25219
H 5.45547 -0.06736 -0.29829
H 3.59604 -1.32474 -0.77181
H 4.02557 -2.28455 0.60560
H 2.83216 -1.02757 0.84984
H 1.84913 3.25740 -1.53172
H 0.47955 3.80674 -2.42626
H 0.26206 1.57971 -3.49208
H 1.94911 1.86725 -3.28329
H 2.33213 0.42500 -1.64503
H 0.72194 0.36922 -0.96441
H -1.59697 0.42096 -3.66839
H -1.42216 0.11264 -1.89294
H -3.04220 0.11698 -2.67207
H -1.53104 2.72616 -4.30947
C 0.84499 -6.20169 -3.97059
S 0.67443 -5.37719 -2.38128
O 2.03252 -4.95222 -1.95377
C 0.25230 -6.85597 -1.44974
H 1.14790 -5.46067 -4.70803
H 1.60482 -6.98017 -3.90211
H -0.11350 -6.63252 -4.26093
H 1.05015 -7.59232 -1.54617
H -0.68716 -7.26433 -1.82284
H 0.13715 -6.57782 -0.40381

**E_HOMO**: -10.81 eV
**Net charge**: +1
**LUMO**: -4.419 eV
**Max |F|**: 2.81 eV/A
**Gap between HOMO and LUMO**: 6.389 eV

Results of the Löwdin charge analysis, in e, for atoms 1 through 5: atom 1 (C): -0.054, atom 2 (C): -0.238, atom 3 (O): -0.133, atom 4 (C): -0.227, atom 5 (C): -0.126



C22H40ClFMnN4 as an isolated structure, computed with ωB97M-V with the def2-TZVPD basis set.

Geometry (Å):
Mn -0.00176 -0.09963 0.12811
Cl -1.47884 -0.95753 -1.61971
C -3.35018 0.97207 3.09368
C -1.76618 0.19469 1.66524
N -2.71216 1.15069 1.87338
H -3.12929 -0.48062 4.60345
N -1.86406 -0.60036 2.74931
H -4.14265 1.61222 3.47874
C -3.02541 2.23601 0.91083
C -4.35456 2.81709 1.34052
C -1.98661 3.36551 0.90026
H -4.21612 3.31990 2.30721
H -4.67853 3.57426 0.61039
H -5.08624 1.99515 1.40021
H -3.51484 2.41907 -1.17671
H -3.82948 0.76361 -0.48113
H -0.93811 3.05550 0.82823
C -3.15036 1.63370 -0.48749
H -2.08990 4.02917 1.76693
H -2.18659 4.00026 0.01285
H -2.18071 1.26068 -0.87670
C -2.80452 -0.10855 3.65326
C -0.46829 -1.68903 4.44360
H -1.21462 -1.48631 5.23054
H 0.03005 -2.63811 4.67070
C -1.10050 -1.82873 3.06482
H 0.40811 -3.04403 2.10983
C -2.11546 -2.94356 3.24120
H -2.76894 -3.08680 2.37719
H 0.29133 -0.90847 4.47736
H 0.66325 -1.32294 1.98602
H -2.73450 -2.77929 4.13662
H -1.61515 -3.89963 3.39503
C -0.11935 -2.09555 1.93615
H -0.66371 -2.17567 0.97218
C 2.98040 0.15911 -3.51782
N 2.14596 0.73976 -2.58703
H 3.92352 -1.76872 -3.54867
N 2.68969 -1.15024 -1.82045
H 3.30678 0.55751 -4.47526
C 1.47639 2.00197 -2.84846
C 2.19705 2.78031 -3.94126
C 0.06003 1.69944 -3.32567
H 2.05620 2.29990 -4.92178
H 1.71460 3.77028 -3.97567
H 3.26305 2.91965 -3.70134
H 1.01000 3.76169 -1.75957
H 2.57588 3.03548 -1.30830
H -0.43281 0.96211 -2.67599
C 1.53541 2.81843 -1.58232
H 0.11119 1.24810 -4.32604
H -0.52071 2.63606 -3.35814
H 1.09680 2.33873 -0.70415
C 3.30517 -1.04172 -3.04004
C 1.67825 -3.32532 -1.62320
H 1.88702 -3.59202 -2.67413
H 1.64937 -4.24935 -1.02671
C 2.77247 -2.40030 -1.08836
H 2.64145 -3.02792 0.94029
C 4.13280 -3.08000 -1.30223
H 4.96474 -2.37950 -1.10058
H 0.71393 -2.80018 -1.57587
H 1.74183 -1.53899 0.60729
H 4.24097 -3.52613 -2.31005
H 4.25378 -3.91724 -0.58664
C 2.65742 -2.08903 0.37552
H 3.50502 -1.46765 0.69650
C 1.82509 -0.11439 -1.54578
F 0.73617 1.48541 0.90987

**E_HOMO (spin up / spin down)**: 3.01 / 1.31 eV
**Net charge**: -2
**LUMO (spin up / spin down)**: 4.418 / 4.344 eV
**Max |F|**: 1.50 eV/A
**Gap between HOMO and LUMO (spin up / spin down)**: 1.407 / 3.035 eV
**Multiplicity**: 4

Results of the natural (NBO) charge analysis, in e, for atoms 1 through 5: atom 1 (Mn): 0.534, atom 2 (Cl): -0.805, atom 3 (C): -0.120, atom 4 (C): 0.192, atom 5 (N): -0.414



A 3-piece molecular cluster, C22H40FN4O2 overall, computed with ωB97M-V with the def2-TZVPD basis set.

Geometry (Å):
F 7.08626 1.55414 4.22270
C 6.20408 0.77944 5.16582
C 4.62506 1.12040 5.35694
C 3.66631 0.23981 6.35176
C 4.53164 -0.97336 7.11215
N 5.99037 -1.04266 6.76765
N 6.79296 -0.34519 5.92789
H 4.18445 2.03347 4.74275
H 2.51337 0.40896 6.51590
H 4.01009 -1.72643 7.87706
H 6.49983 -1.81479 7.30187
C 2.69054 -2.84084 1.56458
C 2.01930 -1.75541 2.44749
C 0.53555 -2.11864 2.72201
C -0.37059 -1.88664 1.52315
C -0.24343 -0.44878 1.02451
C 1.22427 -0.04807 0.71231
N 2.17856 -0.39724 1.82634
O 1.98632 0.55655 2.84668
C 1.65739 -0.73526 -0.61308
C 1.26067 1.47349 0.34747
C 2.79735 -1.90154 3.80524
H 2.36020 -3.84325 1.86518
H 2.48651 -2.76752 0.50698
H 3.78292 -2.81309 1.66714
H 0.15159 -1.52304 3.56359
H 0.45045 -3.16541 3.03827
H -0.13118 -2.59919 0.72656
H -1.41238 -2.08286 1.80591
H -0.86852 -0.32689 0.12992
H -0.66503 0.22386 1.78431
H 2.74336 -0.67682 -0.75265
H 1.20050 -0.24654 -1.48172
H 1.34068 -1.77528 -0.68795
H 0.85654 2.11285 1.13958
H 0.65696 1.68069 -0.54549
H 2.28531 1.79935 0.13023
H 3.85177 -1.62932 3.69003
H 2.76244 -2.94010 4.15969
H 2.37423 -1.28826 4.61009
C -3.93014 3.16863 -3.56968
C -3.04281 2.05036 -2.96108
C -1.71574 1.91666 -3.75471
C -1.88740 1.22645 -5.09870
C -2.55743 -0.13440 -4.92151
C -3.90415 -0.04619 -4.15292
N -3.80360 0.75783 -2.88126
O -3.15231 -0.05504 -1.93110
C -4.97892 0.55982 -5.09849
C -4.43381 -1.49767 -3.90341
C -2.68730 2.63857 -1.54764
H -3.31773 4.02804 -3.87079
H -4.49351 2.88596 -4.44616
H -4.66438 3.53145 -2.83902
H -0.98117 1.34649 -3.16670
H -1.26435 2.90355 -3.91376
H -2.46659 1.86188 -5.77721
H -0.90619 1.09021 -5.57035
H -2.71399 -0.58432 -5.91094
H -1.86275 -0.80025 -4.39090
H -5.87394 0.85882 -4.54014
H -5.30418 -0.16979 -5.84949
H -4.61839 1.40754 -5.68067
H -3.72478 -2.12218 -3.34951
H -4.61956 -2.01931 -4.85112
H -5.38145 -1.47884 -3.35124
H -3.57995 2.73141 -0.92014
H -2.24869 3.64025 -1.64616
H -1.95150 2.03352 -1.00410

**E_HOMO (spin up / spin down)**: -10.52 / -11.10 eV
**Net charge**: +1
**LUMO (spin up / spin down)**: -5.797 / -5.798 eV
**Max |F|**: 6.30 eV/A
**Gap between HOMO and LUMO (spin up / spin down)**: 4.724 / 5.307 eV
**Multiplicity**: 3

Results of the natural (NBO) charge analysis, in e, for atoms 1 through 5: atom 1 (F): -0.274, atom 2 (C): 0.571, atom 3 (C): -0.162, atom 4 (C): -0.152, atom 5 (C): 0.051